[1]
Formula: C14H12CuN2O4
Source: the OMol25 dataset
Level of theory: wB97M-V/def2-TZVPD

Summary:
Gap between HOMO and LUMO (alpha / beta) = 0.1024 / 0.2289 Eh
2S+1 = 2
HOMO level (alpha / beta) = 2.4 / -1.1 eV
Net charge = -2

Each line ends with the Löwdin spin population.
Geometry (Å):
Cu  -0.18  -0.25  0.81  0.08
C  1.34  0.42  -3.26  0.00
C  1.56  1.65  -3.98  0.00
C  0.92  3.00  -3.43  0.00
O  0.86  3.96  -4.15  0.00
C  0.49  2.97  -2.05  0.00
C  0.39  1.78  -1.37  0.00
C  0.69  0.49  -2.05  0.00
O  0.55  -0.64  -1.47  0.00
O  0.25  1.92  -0.09  0.00
O  2.17  1.83  -5.08  0.00
H  1.55  -0.53  -3.73  0.00
H  0.41  3.90  -1.51  0.00
N  1.05  -1.87  3.00  0.06
C  1.74  -1.69  1.78  0.05
C  2.05  -0.35  1.68  0.01
C  1.45  0.34  2.74  0.01
C  0.83  -0.65  3.50  0.13
H  0.65  -2.73  3.35  0.21
H  2.07  -2.47  1.11  0.02
H  2.68  0.18  0.97  0.00
H  1.51  1.41  2.88  0.00
H  0.21  -0.56  4.38  0.08
N  -2.75  -1.38  -0.52  0.00
C  -2.19  -2.30  0.32  0.05
C  -2.07  -1.71  1.56  0.11
C  -2.55  -0.42  1.53  0.03
C  -2.89  -0.20  0.18  0.01
H  -3.09  -1.52  -1.46  0.01
H  -2.07  -3.30  -0.07  0.02
H  -1.65  -2.16  2.45  0.09
H  -2.66  0.25  2.37  0.02
H  -3.30  0.63  -0.38  0.00

=====

[2]
Formula: C14H12N3OSbSe4Tc
Source: the OMol25 dataset
Level of theory: wB97M-V/def2-TZVPD

Summary:
Energy relative to the best compared isomer or geometry (same formula, charge and spin) = 0.0 kcal/mol
Gap between HOMO and LUMO (alpha / beta) = 0.2094 / 0.2025 Eh
2S+1 = 4
HOMO level (alpha / beta) = -7.8 / -7.8 eV

Each line ends with the Löwdin spin population.
Geometry (Å):
Tc  0.49  0.54  -1.17  2.15
C  2.32  -2.53  1.39  0.01
C  1.57  -1.73  0.38  0.04
N  1.48  -0.44  0.39  0.00
N  2.08  0.33  1.34  0.00
C  1.74  1.58  1.13  0.00
O  0.94  1.98  0.18  0.07
C  2.30  2.62  2.02  0.00
C  1.83  3.93  1.93  0.00
C  2.34  4.90  2.77  0.00
C  3.33  4.58  3.69  0.00
C  3.81  3.28  3.77  0.00
C  3.29  2.30  2.94  0.00
C  0.80  -2.37  -0.71  0.00
C  0.74  -3.74  -0.86  0.01
C  -0.03  -4.27  -1.90  0.01
C  -0.72  -3.42  -2.73  0.01
C  -0.63  -2.05  -2.52  0.01
N  0.12  -1.54  -1.55  0.03
H  2.83  -1.86  2.07  0.00
H  3.04  -3.17  0.89  0.00
H  1.63  -3.16  1.95  0.00
H  1.07  4.17  1.20  0.00
H  1.97  5.92  2.70  0.00
H  3.73  5.34  4.35  0.00
H  4.58  3.03  4.48  0.00
H  3.66  1.28  2.99  0.00
H  1.29  -4.39  -0.19  0.00
H  -0.07  -5.34  -2.04  0.00
H  -1.32  -3.78  -3.55  0.00
H  -1.15  -1.35  -3.15  0.00
Se  0.97  3.39  -5.38  0.09
Sb  0.40  1.27  -4.53  0.04
Se  -1.19  1.59  -2.47  0.26
Se  -0.21  -0.68  -5.73  0.06
Se  2.23  0.60  -2.74  0.20

=====

[3]
Formula: C14H12N5O5SeZr
Source: the OMol25 dataset
Level of theory: wB97M-V/def2-TZVPD

Summary:
Energy relative to the best compared isomer or geometry (same formula, charge and spin) = 0.0 kcal/mol
Gap between HOMO and LUMO = 0.1962 Eh
2S+1 = 1
HOMO level = -17.9 eV
Net charge = +3

Each line ends with the natural charge from an NBO analysis.
Geometry (Å):
Zr  -0.63  -0.49  0.15  2.43
O  0.94  -0.45  -1.13  -0.75
C  1.96  0.37  -1.22  0.44
C  2.15  1.46  -0.38  -0.28
C  3.16  2.42  -0.72  -0.03
C  3.45  3.47  0.11  -0.02
C  2.65  3.84  1.17  0.01
C  1.53  3.04  1.43  -0.28
C  1.31  1.87  0.71  0.43
O  0.37  1.03  1.05  -0.76
N  4.65  4.25  -0.11  0.51
O  5.51  3.75  -0.76  -0.29
O  4.79  5.26  0.64  -0.34
H  2.68  0.15  -2.03  0.23
H  3.82  2.26  -1.58  0.28
H  2.90  4.71  1.80  0.31
H  0.71  3.29  2.15  0.27
Se  -2.50  -0.64  -3.21  1.23
N  -4.09  -0.98  -2.46  -0.43
C  -4.20  -0.57  -1.20  0.07
C  -5.27  -0.67  -0.26  0.00
C  -5.01  -0.35  1.05  -0.26
C  -3.75  0.01  1.52  0.24
N  -2.66  -0.09  0.69  -0.64
C  -2.89  -0.32  -0.62  0.33
N  -1.82  -0.48  -1.46  -0.86
H  -6.21  -1.06  -0.58  0.29
H  -5.78  -0.40  1.83  0.30
H  -3.55  0.33  2.53  0.27
C  -0.08  -4.52  -0.41  -0.72
C  0.48  -3.35  0.40  0.76
N  1.80  -3.37  0.61  -0.70
O  -0.39  -2.44  0.74  -0.76
H  -1.16  -4.58  -0.32  0.26
H  0.39  -5.46  -0.08  0.28
H  0.14  -4.37  -1.46  0.27
H  2.26  -4.26  0.40  0.46
H  2.36  -2.61  1.00  0.44

=====

[4]
Formula: C14H13BBrF13NO7
Source: the OMol25 dataset
Level of theory: wB97M-V/def2-TZVPD

Summary:
Energy relative to the best compared isomer or geometry (same formula, charge and spin) = 15.8 kcal/mol
Gap between HOMO and LUMO = 0.2503 Eh
2S+1 = 1
HOMO level = -4.4 eV
Net charge = -1

Each line ends with the natural charge from an NBO analysis.
Geometry (Å):
O  5.95  -3.69  -1.04  -0.26
N  5.38  -3.24  -1.95  0.40
O  4.02  -3.02  -1.57  -0.46
C  3.60  -1.69  -1.85  0.55
Br  5.16  -0.70  -2.76  -0.15
C  2.45  -1.49  -2.90  -0.14
O  2.31  -0.08  -2.82  -0.74
B  2.48  0.18  -1.37  0.61
C  1.19  0.81  -0.53  -0.71
C  0.33  1.53  -1.57  -0.47
C  -0.75  2.45  -1.01  0.65
F  -0.88  3.56  -1.75  -0.33
F  -0.38  2.87  0.21  -0.33
C  -2.13  1.80  -0.81  0.57
F  -2.00  0.81  0.07  -0.31
F  -2.91  2.72  -0.22  -0.31
C  -2.86  1.35  -2.11  0.59
F  -2.14  1.57  -3.19  -0.29
F  -3.96  2.06  -2.27  -0.30
C  -3.20  -0.18  -2.15  0.58
F  -3.62  -0.41  -3.39  -0.30
F  -2.10  -0.90  -2.00  -0.29
C  -4.34  -0.61  -1.16  0.55
F  -4.67  0.33  -0.30  -0.29
F  -5.42  -0.87  -1.90  -0.30
C  -4.05  -1.91  -0.38  0.92
F  -5.08  -2.11  0.44  -0.32
F  -4.01  -2.94  -1.17  -0.29
F  -2.99  -1.84  0.36  -0.29
O  3.14  -1.04  -0.80  -0.66
H  1.53  -1.87  -2.42  0.17
H  2.64  -1.78  -3.93  0.19
H  3.29  1.10  -1.31  -0.13
H  1.63  1.48  0.21  0.24
H  0.67  -0.05  -0.09  0.18
H  1.01  2.14  -2.17  0.24
H  -0.10  0.77  -2.23  0.22
C  -0.15  0.48  5.48  -0.62
C  0.33  0.35  4.06  0.06
C  1.25  -0.82  3.82  -0.09
O  2.05  -0.37  2.73  -0.48
C  2.07  0.99  2.79  0.97
O  2.79  1.68  2.15  -0.55
O  1.16  1.45  3.68  -0.50
H  -0.61  -0.44  5.83  0.21
H  0.68  0.74  6.15  0.22
H  -0.88  1.29  5.57  0.22
H  -0.53  0.32  3.37  0.19
H  0.72  -1.73  3.55  0.20
H  1.91  -1.03  4.67  0.17

=====

[5]
Formula: C14H13Br2N5O3Ru
Source: the OMol25 dataset
Level of theory: wB97M-V/def2-TZVPD

Summary:
Energy relative to the best compared isomer or geometry (same formula, charge and spin) = 5.5 kcal/mol
Gap between HOMO and LUMO (alpha / beta) = 0.2669 / 0.2578 Eh
2S+1 = 2
HOMO level (alpha / beta) = -18.1 / -18.1 eV
Net charge = +3

Each line ends with the Löwdin spin population.
Geometry (Å):
Ru  0.30  0.95  -0.70  1.16
Br  6.63  0.55  1.33  0.01
C  4.89  0.70  0.74  0.01
C  4.36  1.92  0.34  0.00
C  3.06  1.97  -0.10  0.01
N  2.27  0.89  -0.18  0.00
C  2.77  -0.31  0.22  0.01
C  4.06  -0.43  0.68  0.00
C  1.84  -1.46  0.15  0.00
C  2.23  -2.77  0.38  0.00
C  1.30  -3.80  0.25  0.01
Br  1.79  -5.55  0.57  0.00
C  -0.01  -3.49  -0.14  0.00
C  -0.25  -2.17  -0.35  0.00
N  0.56  -1.15  -0.20  0.00
H  4.95  2.82  0.38  0.00
H  2.63  2.92  -0.40  0.00
H  4.46  -1.39  1.00  0.00
H  3.25  -3.01  0.64  0.00
H  -0.77  -4.25  -0.26  0.00
H  -1.75  -2.19  -1.72  0.00
C  -4.18  2.19  0.24  0.00
C  -2.91  1.46  -0.04  0.00
N  -1.73  1.96  -0.08  0.05
O  -1.55  3.28  0.13  0.00
C  -2.87  -0.02  -0.23  0.00
C  -3.96  -0.88  0.29  0.00
N  -1.80  -0.36  -0.86  0.02
O  -1.60  -1.84  -0.81  0.00
H  -4.22  3.14  -0.29  0.00
H  -4.27  2.39  1.31  0.00
H  -5.04  1.62  -0.07  0.00
H  -2.39  3.73  0.32  0.00
H  -4.26  -0.53  1.28  0.00
H  -3.70  -1.93  0.34  0.00
H  -4.82  -0.76  -0.37  0.00
O  0.35  3.37  -2.21  -0.16
N  0.36  2.45  -1.58  -0.13

=====

[6]
Formula: C14H13CdF9N3O6S3
Source: the OMol25 dataset
Level of theory: wB97M-V/def2-TZVPD

Summary:
Energy relative to the best compared isomer or geometry (same formula, charge and spin) = 0.5 kcal/mol
Gap between HOMO and LUMO = 0.2873 Eh
2S+1 = 1
HOMO level = -5.6 eV
Net charge = -1

Each line ends with the natural charge from an NBO analysis.
Geometry (Å):
Cd  -0.15  -0.14  -0.11  1.75
C  -1.67  0.08  3.38  -0.67
C  -0.18  -0.04  3.33  0.11
N  0.53  0.14  2.27  -0.49
C  1.87  -0.09  2.49  0.12
C  2.18  -0.43  3.77  -0.45
S  0.75  -0.48  4.71  0.42
C  2.79  -0.01  1.35  0.11
C  4.13  0.16  1.40  -0.44
S  4.77  0.13  -0.19  0.42
C  3.19  -0.10  -0.83  0.14
N  2.27  -0.15  0.09  -0.52
C  2.96  -0.19  -2.30  -0.69
H  -2.09  -0.51  2.57  0.28
H  -1.96  1.12  3.23  0.24
H  -2.06  -0.26  4.34  0.21
H  3.14  -0.70  4.17  0.24
H  4.75  0.31  2.27  0.24
H  3.90  -0.39  -2.82  0.21
H  2.53  0.76  -2.64  0.32
H  2.24  -0.97  -2.52  0.25
O  1.37  2.50  -2.42  -1.04
S  0.05  2.09  -1.95  2.57
O  -1.04  2.87  -2.52  -1.05
O  -0.16  0.61  -2.20  -1.16
O  -0.01  2.19  -0.42  -1.15
C  -4.58  0.65  -0.66  -0.70
C  -3.18  0.98  -0.20  0.70
N  -2.78  2.25  -0.26  -0.79
O  -2.47  0.07  0.25  -0.75
H  -5.11  1.52  -1.05  0.21
H  -5.13  0.24  0.18  0.23
H  -4.51  -0.12  -1.43  0.24
H  -3.26  2.87  -0.89  0.40
H  -1.75  2.40  -0.19  0.46
F  -1.34  -5.52  0.66  -0.33
C  -1.48  -4.18  0.72  0.96
F  -1.87  -3.88  1.96  -0.32
F  -2.49  -3.85  -0.10  -0.32
C  -0.18  -3.39  0.33  0.04
O  -0.27  -2.14  0.76  -0.93
C  1.04  -4.09  1.01  0.95
F  2.12  -3.31  0.98  -0.32
F  0.79  -4.36  2.30  -0.33
F  1.39  -5.26  0.43  -0.33
C  0.00  -3.47  -1.22  0.95
F  -0.28  -4.68  -1.74  -0.33
F  1.27  -3.18  -1.56  -0.33
F  -0.78  -2.58  -1.83  -0.31

=====

[7]
Formula: C14H13ClN4S
Source: the OMol25 dataset
Level of theory: wB97M-V/def2-TZVPD

Summary:
Gap between HOMO and LUMO = 0.2887 Eh
2S+1 = 1
HOMO level = -7.7 eV

Each line ends with the natural charge from an NBO analysis.
Geometry (Å):
C  3.76  2.52  -3.07  -0.58
C  2.47  1.83  -2.39  0.23
N  1.71  2.44  -1.62  -0.42
C  0.75  1.97  -1.05  0.45
N  -0.17  2.63  -0.16  -0.20
N  -0.86  1.54  0.08  -0.31
C  -0.44  0.45  -0.56  0.18
N  0.37  0.66  -1.47  -0.36
C  1.17  -0.06  -2.36  0.20
C  2.25  0.56  -2.78  -0.25
H  2.93  -0.10  -3.71  0.23
C  0.81  -1.49  -2.74  -0.65
H  0.80  -1.94  -1.56  0.24
H  1.55  -2.04  -3.32  0.25
H  -0.26  -1.50  -3.00  0.25
S  -1.41  -1.09  -0.57  0.08
C  -2.74  -0.55  0.84  -0.38
C  -2.15  -0.85  2.10  -0.16
C  -1.82  0.09  2.77  -0.16
C  -1.07  -0.11  4.04  -0.19
C  -1.24  -1.23  4.55  -0.23
C  -1.56  -2.44  3.81  -0.24
C  -2.22  -2.24  2.57  -0.04
Cl  -2.74  -3.57  1.74  0.08
H  -1.98  -3.35  4.13  0.22
H  -0.85  -1.52  5.64  0.21
H  -0.72  0.93  4.73  0.22
H  -1.73  1.04  2.25  0.25
H  -2.87  0.44  0.54  0.25
H  -3.61  -1.28  0.56  0.23
H  3.73  3.54  -2.83  0.22
H  4.56  2.15  -2.96  0.18
H  3.59  2.57  -4.21  0.20

=====

[8]
Formula: C14H13F11MoN4O8PS3Se
Source: the OMol25 dataset
Level of theory: wB97M-V/def2-TZVPD

Summary:
Gap between HOMO and LUMO (alpha / beta) = 0.2615 / 0.2505 Eh
2S+1 = 3
HOMO level (alpha / beta) = -11.1 / -11.5 eV
Net charge = +1

Each line ends with the Löwdin spin population.
Geometry (Å):
Mo  0.25  -1.06  0.73  1.54
O  2.86  0.23  3.48  0.00
S  1.81  -0.43  2.81  0.01
O  0.95  -1.22  3.73  0.00
O  2.19  -1.29  1.61  0.02
O  0.88  0.52  2.00  0.02
F  -0.47  -3.99  4.74  0.00
C  -1.07  -2.83  4.72  0.00
F  -0.56  -1.98  5.57  0.00
F  -2.36  -2.94  4.91  0.00
S  -0.85  -2.23  2.88  0.01
O  -1.24  -0.86  2.46  0.01
O  0.18  -2.87  2.01  0.02
N  -2.19  -3.07  2.33  0.00
S  -2.17  -3.22  0.80  0.00
O  -1.92  -4.49  0.21  0.00
O  -1.37  -2.08  0.05  0.03
C  -3.83  -2.67  0.22  0.00
F  -4.75  -3.51  0.68  0.00
F  -4.10  -1.43  0.66  0.00
F  -3.86  -2.66  -1.11  0.00
C  -0.79  3.25  -2.46  0.00
N  -1.82  2.10  -2.46  0.00
C  -2.98  2.51  -1.53  0.00
N  -2.51  2.85  -0.24  0.00
C  -1.52  3.93  -0.32  0.00
N  -0.38  3.56  -1.14  0.00
C  0.47  2.53  -0.53  0.01
P  -0.52  1.00  -0.31  0.03
C  -1.19  0.82  -2.01  0.00
C  -2.00  1.70  0.52  0.00
H  -1.30  4.10  -2.92  0.00
H  0.04  2.92  -3.09  0.00
H  -2.19  1.98  -3.40  0.00
H  -3.67  1.67  -1.50  0.00
H  -3.46  3.37  -2.01  0.00
H  -1.18  4.17  0.69  0.00
H  -2.00  4.81  -0.75  0.00
H  0.83  2.87  0.44  0.00
H  1.34  2.33  -1.16  0.00
H  -1.95  0.03  -2.02  0.00
H  -0.39  0.54  -2.70  0.00
H  -1.73  2.00  1.53  0.00
H  -2.77  0.92  0.61  0.00
F  7.11  -0.31  -1.75  0.00
C  5.83  -0.64  -1.65  0.01
C  4.95  0.21  -0.99  0.00
F  5.38  1.35  -0.47  0.00
C  3.61  -0.14  -0.91  0.01
F  2.78  0.76  -0.35  0.01
C  3.12  -1.32  -1.45  0.03
Se  1.32  -1.94  -1.32  0.21
C  4.02  -2.14  -2.12  0.02
F  3.61  -3.29  -2.66  0.00
C  5.37  -1.81  -2.22  0.00
F  6.20  -2.61  -2.87  0.00